{
  "formula": "C13H22Cl15NO5S",
  "method": "the ωB97M-V functional and the def2-TZVPD basis",
  "homo_lumo_gap_ev": 9.60,
  "energy_ha": -8240.46565,
  "e_homo_ha": -0.337,
  "largest_force_ha_per_bohr": 0.0228,
  "symbols": ["C", "C", "N", "C", "C", "O", "S", "O", "O", "C", "O", "C", "C", "C", "O", "H", "H", "H", "H", "H", "H", "H", "H", "H", "H", "H", "H", "H", "H", "H", "H", "H", "C", "Cl", "Cl", "Cl", "H", "C", "Cl", "Cl", "Cl", "H", "C", "Cl", "Cl", "Cl", "H", "C", "Cl", "Cl", "Cl", "H", "C", "Cl", "Cl", "Cl", "H"],
  "xyz": [[1.960010, 2.352738, 1.391446], [3.104807, 1.891023, 0.462430], [2.709808, 1.357186, -0.848734], [1.809405, 0.222221, -0.783602], [2.525428, -1.080641, -0.407573], [1.820038, -1.854658, 0.577697], [0.438973, -2.589546, 0.101490], [0.378699, -2.546962, -1.349320], [-0.676639, -1.519092, 0.668518], [-1.404089, -0.772386, -0.302265], [-1.940057, 0.312424, 0.407910], [-2.413417, 1.314737, -0.478121], [2.231472, 2.369130, -1.749607], [2.959271, 2.440449, -3.078354], [1.309411, 3.100228, -1.499413], [2.055543, 1.840309, 2.346479], [0.969575, 2.156516, 0.987322], [2.007166, 3.415056, 1.626849], [3.745982, 1.176342, 0.976654], [3.737496, 2.758141, 0.254654], [1.384333, 0.078726, -1.782565], [0.959266, 0.363193, -0.106179], [2.797115, -1.670744, -1.281222], [3.470469, -0.808153, 0.063771], [-0.768735, -0.382943, -1.097853], [-2.230158, -1.375937, -0.695694], [-3.346736, 0.981110, -0.945580], [-1.673100, 1.586797, -1.235963], [-2.641394, 2.191579, 0.123717], [3.058491, 3.480288, -3.383340], [2.431092, 1.873134, -3.844025], [3.958572, 2.025540, -2.955719], [-1.892379, -4.706252, -2.483291], [-1.452920, -6.415901, -2.405965], [-1.683264, -4.079771, -4.117790], [-3.550567, -4.460724, -1.925427], [-1.230487, -4.155595, -1.830132], [-0.759318, 3.673366, 3.820138], [0.772929, 3.033790, 4.417201], [-0.489953, 5.068080, 2.769039], [-1.655596, 2.412835, 2.969976], [-1.342374, 3.995891, 4.666131], [-2.171271, -4.250818, -8.468501], [-1.026768, -3.698887, -7.244523], [-3.247491, -5.480343, -7.806339], [-3.093045, -2.895796, -9.121883], [-1.608046, -4.695630, -9.277781], [-1.122797, -5.362075, 3.274754], [-1.636629, -6.643702, 2.175781], [-1.112375, -3.826409, 2.407628], [-2.160586, -5.283010, 4.699687], [-0.115971, -5.582142, 3.603759], [-0.919629, 5.805845, 7.511040], [0.373095, 6.391221, 6.466522], [-1.255796, 4.099749, 7.187173], [-0.518897, 6.048578, 9.209387], [-1.815102, 6.371495, 7.290478]],
  "forces_ev_per_angstrom": [[0.339, -0.274, 0.287], [-0.370, 0.939, -0.085], [0.347, -0.265, 0.373], [-0.408, -0.536, -0.637], [0.765, 0.858, 0.232], [-0.513, -0.229, -0.652], [0.491, 0.073, 0.568], [0.016, 0.167, -0.176], [0.372, -0.228, -0.615], [-0.775, 0.749, 0.459], [0.475, -0.031, -0.085], [-0.425, -0.044, 0.257], [-0.186, 0.023, -0.523], [0.525, 0.016, 0.472], [0.052, 0.027, 0.228], [-0.189, -0.105, -0.027], [0.011, -0.038, -0.012], [0.061, 0.042, -0.226], [-0.077, -0.196, -0.154], [0.121, -0.117, -0.025], [-0.079, 0.085, 0.045], [0.149, 0.191, 0.129], [-0.354, -0.171, 0.006], [-0.090, -0.166, 0.200], [0.088, -0.337, -0.109], [0.214, -0.187, -0.144], [0.110, 0.055, -0.213], [0.032, -0.065, 0.000], [0.083, -0.003, 0.020], [-0.272, -0.008, -0.116], [-0.086, 0.022, 0.016], [-0.058, -0.097, -0.128], [-0.015, -0.026, -0.050], [-0.003, 0.047, 0.021], [-0.056, -0.062, 0.146], [0.017, 0.022, 0.036], [0.053, 0.016, -0.020], [0.120, -0.141, -0.338], [-0.109, 0.117, 0.232], [-0.013, 0.003, 0.030], [0.018, 0.001, 0.024], [-0.041, 0.048, 0.061], [-0.072, 0.012, 0.065], [0.075, 0.034, -0.171], [0.021, 0.001, -0.014], [0.020, -0.011, -0.015], [0.004, 0.003, 0.002], [-0.138, 0.040, -0.142], [0.007, -0.115, 0.066], [-0.242, -0.145, 0.539], [0.036, -0.026, -0.025], [0.002, 0.023, -0.001], [0.083, -0.005, 0.020], [-0.035, -0.001, -0.023], [-0.072, 0.027, 0.206], [-0.026, 0.000, -0.017], [-0.004, -0.010, 0.003]]
}



{
  "formula": "CH8N2S2",
  "method": "the ωB97M-V functional and the def2-TZVPD basis",
  "homo_lumo_gap_ev": 8.63,
  "energy_ha": -948.75097,
  "smiles": "NCN.SS",
  "e_homo_ha": -0.299,
  "largest_force_ha_per_bohr": 0.0327,
  "symbols": ["S", "S", "H", "H", "N", "C", "N", "H", "H", "H", "H", "H", "H"],
  "xyz": [[1.071581, -2.103786, -1.269104], [2.332604, -0.528869, -1.439071], [1.936821, -3.002583, -1.812032], [1.437880, 0.182345, -0.629382], [0.183319, 0.071916, 1.082846], [-0.934383, 0.999420, 0.900660], [-1.526200, 0.930549, -0.414332], [-0.131222, -0.829583, 0.747784], [0.546957, 0.009472, 2.014511], [-0.633184, 2.047508, 1.024953], [-1.671242, 0.844420, 1.676962], [-1.710371, 0.002703, -0.798605], [-0.902560, 1.376488, -1.085190]],
  "forces_ev_per_angstrom": [[-0.315, -1.608, -0.371], [-0.104, 1.621, 0.419], [-0.410, 0.265, 0.280], [0.987, -0.346, -0.355], [-0.048, 0.387, -1.199], [-0.057, 0.325, 0.190], [0.261, 0.092, -0.602], [0.188, -0.246, 0.435], [-0.020, -0.069, 0.403], [0.347, -0.289, 0.034], [-0.632, -0.198, 0.051], [0.009, 0.130, 0.584], [-0.206, -0.065, 0.131]]
}



{
  "formula": "C25H29F10N3O4PV",
  "method": "the ωB97M-V functional and the def2-TZVPD basis",
  "homo_lumo_gap_ev": [7.82, 8.35],
  "energy_ha": -3719.40896,
  "s2": 2.017,
  "e_homo_ha": [-0.288, -0.306],
  "largest_force_ha_per_bohr": 0.0431,
  "multiplicity": 3,
  "symbols": ["V", "C", "N", "C", "C", "N", "C", "C", "F", "C", "F", "C", "F", "C", "F", "C", "F", "C", "C", "N", "C", "C", "F", "C", "F", "C", "F", "C", "F", "C", "F", "H", "H", "H", "H", "H", "H", "H", "H", "H", "H", "H", "C", "C", "C", "C", "O", "P", "O", "O", "O", "C", "C", "C", "C", "H", "H", "H", "H", "H", "H", "H", "H", "H", "H", "H", "H", "H", "H", "H", "H", "H", "H"],
  "xyz": [[0.249653, 1.748843, 0.210748], [0.242783, 4.349782, 2.016394], [0.138018, 4.076942, 0.575451], [-1.191900, 4.511682, 0.059509], [-1.699967, 3.523143, -0.966845], [-1.560496, 2.203237, -0.347422], [-2.572230, 1.259941, -0.600871], [-3.101296, 0.478678, 0.423811], [-2.715078, 0.653434, 1.696901], [-4.052456, -0.497468, 0.201381], [-4.500648, -1.238892, 1.221176], [-4.564273, -0.697795, -1.064962], [-5.485784, -1.641700, -1.281279], [-4.096781, 0.081058, -2.099725], [-4.558948, -0.109402, -3.340280], [-3.115433, 1.028922, -1.857467], [-2.653430, 1.718979, -2.916041], [1.266359, 4.703655, -0.163986], [1.692312, 3.820307, -1.328541], [1.637387, 2.461636, -0.799263], [2.640617, 1.519635, -1.118524], [3.163712, 0.783853, -0.065087], [2.731821, 1.077597, 1.188707], [4.055336, -0.249612, -0.231768], [4.514994, -0.937690, 0.814408], [4.470407, -0.559775, -1.511868], [5.331242, -1.557277, -1.715022], [3.992864, 0.169625, -2.584556], [4.392307, -0.141556, -3.818984], [3.092834, 1.197281, -2.384381], [2.621488, 1.852652, -3.453405], [0.169598, 5.419331, 2.243363], [1.199321, 3.980628, 2.386033], [-0.561736, 3.829888, 2.535072], [-1.134115, 5.532303, -0.332572], [-1.887428, 4.507978, 0.897641], [-1.158715, 3.612954, -1.914120], [-2.748540, 3.740800, -1.184105], [2.104966, 4.782538, 0.527162], [0.994928, 5.712931, -0.486439], [2.704814, 4.075600, -1.645771], [1.041510, 3.942889, -2.195872], [-2.497338, -3.915245, -0.271663], [-1.264492, -3.263938, -0.866451], [-1.547248, -2.717387, -2.253493], [-0.089074, -4.223151, -0.882644], [-0.992942, -2.138853, 0.040149], [0.325823, -1.287001, 0.056160], [0.949557, -1.101319, -1.262331], [-0.134932, 0.051063, 0.748964], [1.343595, -1.951367, 1.054630], [1.201990, -2.254038, 2.484516], [-0.246181, -2.450825, 2.904087], [2.006707, -3.521840, 2.689128], [1.826391, -1.091731, 3.232608], [-2.797333, -4.768925, -0.882320], [-3.327810, -3.209236, -0.235209], [-2.300341, -4.267406, 0.741995], [-1.927043, -3.523666, -2.884482], [-0.649859, -2.297324, -2.706051], [-2.305426, -1.935484, -2.199583], [-0.332486, -5.055600, -1.545578], [0.100778, -4.622478, 0.114885], [0.819781, -3.744705, -1.252881], [-0.691665, -3.318537, 2.419656], [-0.864329, -1.579007, 2.682423], [-0.261204, -2.611005, 3.983788], [1.581782, -4.347250, 2.118176], [2.006027, -3.795453, 3.745912], [3.037969, -3.373165, 2.365853], [1.248176, -0.180067, 3.078112], [2.847025, -0.921708, 2.891015], [1.844109, -1.310885, 4.302021]],
  "forces_ev_per_angstrom": [[-0.360, 2.137, 0.470], [0.016, -0.018, -0.050], [-0.092, -0.138, -0.160], [0.211, 0.001, 0.100], [-0.061, -0.261, 0.128], [-0.757, -0.344, -0.307], [0.566, 0.523, 0.116], [-0.081, -0.214, 0.420], [0.106, 0.100, -0.183], [-0.035, -0.029, 0.164], [0.020, 0.067, -0.078], [-0.120, -0.157, 0.038], [0.044, 0.049, -0.002], [0.047, 0.144, -0.195], [0.045, 0.032, 0.093], [-0.089, -0.045, -0.507], [0.017, -0.031, 0.095], [-0.123, -0.034, 0.081], [-0.039, -0.184, 0.245], [0.744, -0.679, -0.895], [-0.325, 0.573, 0.335], [0.032, -0.025, 0.283], [0.021, -0.059, -0.125], [0.035, -0.058, 0.047], [-0.022, 0.037, -0.051], [0.122, -0.138, -0.032], [-0.037, 0.036, 0.017], [0.065, -0.055, -0.150], [-0.027, 0.040, 0.074], [-0.039, -0.004, -0.325], [-0.029, 0.025, 0.097], [-0.002, 0.019, -0.031], [0.004, -0.002, 0.013], [-0.001, -0.003, 0.025], [0.015, 0.004, -0.002], [0.001, -0.005, 0.022], [0.029, -0.004, -0.022], [-0.019, 0.020, -0.020], [0.015, -0.020, 0.013], [0.034, 0.030, 0.004], [0.027, 0.046, -0.001], [-0.044, -0.010, -0.034], [-0.105, -0.087, 0.006], [0.095, 0.193, 0.073], [-0.034, 0.027, -0.118], [0.073, -0.119, -0.005], [-0.358, -0.225, 0.076], [-0.073, 0.640, -0.044], [0.173, 0.051, -0.075], [0.204, -1.606, 0.168], [0.087, -0.411, 0.177], [-0.022, 0.202, -0.207], [-0.063, 0.009, 0.033], [0.088, -0.083, 0.026], [0.020, 0.096, 0.161], [0.008, 0.023, 0.014], [0.028, -0.017, -0.007], [0.015, 0.018, -0.012], [0.015, 0.030, -0.018], [-0.008, -0.017, 0.058], [-0.020, -0.025, 0.004], [0.043, -0.015, 0.026], [0.003, -0.002, 0.010], [-0.082, 0.021, 0.011], [0.013, -0.013, -0.016], [0.072, -0.013, 0.002], [-0.024, -0.029, -0.014], [-0.027, 0.005, -0.018], [0.005, 0.003, -0.020], [-0.028, 0.012, 0.006], [-0.004, -0.028, -0.007], [-0.018, -0.025, 0.008], [0.010, 0.012, -0.007]]
}